[1]
12
Properties=species:S:1:pos:R:3 method="wB97M-V/def2-TZVPD" de_lowest_kj_mol=669.1 fmax_ev_per_a=4.1 lumo_energy_ev="-1.17 / -1.18" homo_lumo_gap_ev="7.99 / 8.82" e_homo_ev="-9.16 / -10.00"
C -1.56 -1.65 -0.13
C -0.05 0.45 -0.38
O 1.21 0.78 0.02
H 0.14 -1.34 1.00
N -2.51 0.37 1.65
H 1.11 1.10 0.87
O -2.40 1.50 1.30
O -3.11 -0.35 2.31
H 0.02 0.50 -1.45
N -2.28 -2.48 -0.53
H -0.93 1.10 -0.10
C -0.46 -0.87 0.23

=====

[2]
134
Properties=species:S:1:pos:R:3 method="wB97M-V/def2-TZVPD" charge=+1 de_lowest_kj_mol=0.0 fmax_ev_per_a=10.5 lumo_energy_ev="-2.71 / -8.20" homo_lumo_gap_ev="7.79 / 2.30" spin_multiplicity=2 e_homo_ev="-10.50 / -10.50"
N -0.64 -3.91 1.06
H -4.65 -0.28 -2.21
H -2.86 3.11 -1.77
H 2.08 -2.83 -4.27
C -2.47 3.29 -4.82
H 1.73 -2.38 4.78
O 3.48 1.50 -4.16
H 4.36 4.21 3.37
H -1.90 4.14 -4.45
C 0.05 0.66 0.14
H 3.30 3.79 2.16
H -0.06 -3.35 1.67
N -2.15 -3.99 -0.41
C -3.10 2.67 -7.06
O -2.01 -2.14 0.65
H -0.41 -3.93 -3.72
H 6.10 -0.23 -0.10
H -4.25 3.91 -3.94
H -0.41 -2.05 -2.39
H -2.03 -4.99 -0.57
H -1.55 0.57 -1.13
C -0.29 1.87 6.66
C 1.12 1.52 7.22
C -0.49 -2.25 4.68
H -0.38 -4.71 0.50
H 1.27 0.24 1.65
H 3.77 0.56 6.47
H 1.15 -0.84 4.33
H 3.17 -1.07 6.65
O -3.82 -3.06 -5.23
O 3.14 -4.67 -2.75
H 2.44 1.97 -1.24
H 0.88 -1.00 -2.57
H -1.47 -0.28 4.56
C 4.65 1.51 1.28
H 0.88 1.38 -2.37
H -3.34 3.07 -8.04
N -0.30 4.11 -0.21
N -1.07 2.92 7.26
H -5.34 1.78 -3.87
C 1.97 -3.96 -2.43
H 3.95 2.43 -2.04
H -2.21 2.05 -7.13
H 0.62 -4.82 -4.37
H 4.65 -3.33 -1.93
N -4.45 1.82 -4.36
H -0.69 -3.26 4.31
H -4.37 2.34 -1.93
H 2.22 -3.28 -1.61
C -4.59 -3.86 -6.10
H 4.17 -2.89 -3.52
O 1.69 0.45 6.48
H -0.29 6.50 1.53
C -3.59 -1.85 -3.12
H -3.95 -4.63 -6.52
C 0.36 -1.79 -3.11
C 2.94 -0.02 6.88
C -4.54 -2.33 -4.24
H 0.67 3.07 5.15
C -0.06 2.27 5.21
H -5.21 -1.51 -4.52
H -2.96 -2.68 -2.80
N -0.40 5.95 0.68
H 3.12 -2.55 3.10
H -2.89 1.53 -2.35
H -5.10 -3.17 -3.82
H -0.92 2.74 4.73
H -4.74 -1.84 -1.25
C 2.66 1.55 -3.22
H 3.44 0.58 3.39
H -4.94 -3.29 -6.96
C 0.16 4.86 0.72
C 4.30 -3.76 -2.87
O 0.96 4.60 1.58
H -1.03 4.58 -0.74
N -0.50 -2.09 6.14
C 4.42 2.28 2.65
H -0.87 0.95 6.64
N 0.29 0.29 1.40
N -2.83 -0.82 -3.78
H 5.05 -4.34 -3.41
C -4.16 -1.21 -1.93
C 2.39 -2.18 2.38
N 0.36 -3.85 -4.36
H -3.90 1.99 -6.78
C 5.25 -0.62 0.45
O 4.87 0.16 1.55
N 1.37 1.52 -3.24
H 4.49 -0.57 -0.33
H -0.44 3.59 7.66
H 0.22 1.43 4.57
H 3.78 1.78 0.69
H -3.46 -0.05 -3.93
H 3.08 0.28 7.92
H -1.12 -1.02 3.03
H -5.39 -4.48 -5.68
O 0.84 1.12 -0.61
N -1.21 0.45 -0.19
H -1.61 -0.26 0.41
H -1.78 3.33 6.66
H 0.36 3.43 -0.55
C -3.70 2.97 -3.92
C -3.42 2.48 -2.46
H 2.51 -2.72 1.44
H 5.27 1.97 3.25
O 1.11 -2.35 2.90
H -4.60 2.02 -5.34
H 0.97 1.12 -4.08
H 0.91 1.21 8.25
H -1.48 -2.13 6.36
H -2.46 -1.72 4.03
H 5.57 1.85 0.81
H 1.21 -4.68 -2.13
C -1.59 -3.25 0.47
H -0.41 0.07 2.09
H 2.66 -1.13 2.27
N 3.06 1.95 -2.03
H -2.73 -1.19 -4.72
C -1.48 -1.24 4.04
H -0.13 -1.18 -3.87
C 3.20 1.64 3.34
H -1.15 6.19 0.05
H -1.74 2.48 -4.80
H -3.30 -0.91 -1.33
H 5.43 -1.68 0.63
H 2.23 1.66 2.85
C 1.26 -3.06 -3.59
H -2.91 -3.61 -0.95
C 0.95 -1.90 4.18
N 4.27 3.76 2.46
H 1.79 2.37 7.17
H -0.31 -1.13 6.38
O -2.91 3.75 -6.13
H 2.91 1.94 4.35

=====

[3]
18
Properties=species:S:1:pos:R:3 method="wB97M-V/def2-TZVPD" de_lowest_kj_mol=163.4 fmax_ev_per_a=4.0 lumo_energy_ev=-0.33 homo_lumo_gap_ev=8.81 e_homo_ev=-9.14
H -0.05 -1.56 -1.81
C -0.12 -2.17 1.00
H 0.39 -2.88 0.37
O 0.98 1.63 -0.29
Cl -1.07 2.37 -2.31
H -1.12 -0.45 0.78
Si 1.16 0.30 0.50
C -0.75 -1.04 -1.19
H -1.04 -0.07 -1.57
H 0.51 -1.96 1.86
H -1.59 -1.69 -1.42
H -0.74 3.46 0.11
Si 0.24 3.00 -0.86
H 1.33 3.80 -1.24
C -0.28 -0.84 0.26
H 2.60 0.21 1.02
Cl 0.61 0.46 3.37
H -1.05 -2.57 1.42

=====

[4]
38
Properties=species:S:1:pos:R:3 method="wB97M-V/def2-TZVPD" fmax_ev_per_a=0.8 lumo_energy_ev=0.56 homo_lumo_gap_ev=8.77 e_homo_ev=-8.21
C 1.65 -0.78 0.16
C -4.52 -0.98 0.12
C 5.11 0.28 -0.31
C -4.47 0.14 0.92
H 2.06 1.53 -0.09
C 2.87 -2.69 0.34
C 4.05 -1.97 0.11
O -0.10 3.89 0.19
C 2.89 -4.17 0.57
C -2.37 -0.50 -0.77
C 0.14 1.01 0.06
C -3.34 0.94 0.89
H -3.55 -2.18 -1.38
N -1.14 1.44 0.05
C 3.92 -0.61 -0.09
H -3.28 1.81 1.51
C -3.49 -1.31 -0.73
H 2.74 3.88 -1.01
H 5.50 0.62 0.64
C 0.97 3.34 0.05
H 3.52 -4.40 1.43
N 0.40 -0.25 0.17
C -2.26 0.62 0.06
N 2.74 -0.02 -0.06
H 5.90 -0.27 -0.82
H 5.01 -2.46 0.08
H 4.83 1.14 -0.90
F -5.61 -1.77 0.16
H 2.96 3.76 0.74
N 1.12 1.99 -0.02
H 3.29 -4.68 -0.30
H -5.30 0.38 1.56
H 1.88 -4.52 0.76
F -1.42 -0.77 -1.67
H -1.25 2.45 0.19
H 2.10 5.15 0.05
N 1.69 -2.09 0.37
C 2.28 4.08 -0.05

=====

[5]
70
Properties=species:S:1:pos:R:3 method="wB97M-V/def2-TZVPD" charge=+2 de_lowest_kj_mol=5.0 fmax_ev_per_a=0.8 lumo_energy_ev="-4.72 / -4.73" homo_lumo_gap_ev="7.52 / 9.34" spin_multiplicity=3 e_homo_ev="-12.24 / -14.07"
N 0.54 2.66 -0.65
H -4.57 0.34 0.25
H -1.89 -0.58 -4.29
H -1.40 1.62 -4.86
H -0.04 3.91 -2.22
H -3.38 2.61 -3.65
H -4.71 -0.92 3.41
C -3.90 -0.41 0.68
H -0.62 1.27 1.42
H 0.30 1.19 3.45
N -2.55 2.18 -1.72
H -3.43 2.02 -1.24
N 8.73 -3.66 1.99
C 5.35 -3.94 1.11
H 3.33 -4.31 0.50
H -0.91 -1.90 0.70
H -1.06 3.07 -3.94
H -0.82 2.55 3.16
H -3.06 -0.56 0.00
C 6.27 -2.98 1.52
H 1.19 -3.32 1.78
N -1.77 0.71 3.43
H 0.94 -0.40 -3.15
N 0.66 -0.71 -0.18
N -0.23 1.33 -3.12
C 0.15 -1.75 0.58
H -2.61 -1.30 -2.33
H 1.69 3.90 -1.96
C -4.48 0.06 3.00
H -0.67 1.84 4.77
H -2.49 -1.20 3.97
C 1.97 -0.81 -0.07
C 0.97 2.19 -3.03
C 4.05 -3.57 0.84
C -1.33 2.02 -3.84
C -1.08 -0.94 -3.65
H 1.20 2.64 -4.01
H -2.33 -0.06 5.32
H -5.38 0.47 2.54
C 5.89 -1.65 1.67
H 2.71 -0.19 -0.56
H -2.36 3.17 -1.58
C 7.64 -3.36 1.78
C -0.67 1.62 3.70
C 0.80 3.27 -1.97
H -0.78 -1.90 -4.06
H 4.27 -0.26 1.57
H -4.46 -1.35 0.76
H 0.19 3.37 -0.02
C 1.17 -2.46 1.13
C -1.88 -0.40 4.38
H 1.43 2.36 -0.24
N -1.62 -1.10 -2.26
H -0.89 -0.79 4.60
H 5.67 -4.97 0.99
N -3.43 -0.01 1.98
H -3.12 0.92 -3.27
Ti -0.85 0.78 -1.03
H 1.82 1.55 -2.77
H 0.42 0.13 -4.75
C -2.22 0.57 2.14
C -2.69 1.92 -3.16
N 2.33 -1.86 0.71
H 6.61 -0.92 2.00
H -1.21 -1.93 -1.85
H -4.18 0.73 3.80
C 4.58 -1.28 1.42
C 0.09 0.01 -3.71
N -1.55 1.02 1.10
C 3.68 -2.25 0.99

=====

[6]
29
Properties=species:S:1:pos:R:3 method="wB97M-V/def2-TZVPD" charge=-3 fmax_ev_per_a=4.3 lumo_energy_ev=4.80 homo_lumo_gap_ev=4.42 e_homo_ev=0.39
H -6.71 -3.00 -1.32
F 4.58 -2.54 0.31
F 1.79 2.40 -2.41
F 2.25 3.13 -4.45
F 0.47 4.04 -3.41
H -4.91 -2.89 0.61
H -6.40 -0.67 -2.71
F 4.13 -4.72 0.75
F 3.57 3.49 -2.96
P 2.06 3.87 -3.09
H -2.35 0.99 4.35
F 4.59 -2.02 2.50
F 4.12 -4.19 3.00
Cu 1.88 1.68 1.95
F 2.01 4.57 -1.56
F 2.51 5.24 -3.85
C -5.92 -2.28 -1.20
C -4.79 -0.31 -1.29
H -3.62 -0.66 0.45
H 4.78 3.30 4.52
C -5.86 -1.04 -1.85
N -4.31 -0.96 -0.21
H -4.48 0.71 -1.47
C -4.97 -2.20 -0.22
F 6.04 -3.68 1.63
O 3.84 3.49 4.70
F 2.71 -3.10 1.45
P 4.42 -3.37 1.62
O -1.43 0.71 4.14

=====

[7]
123
Properties=species:S:1:pos:R:3 method="wB97M-V/def2-TZVPD" charge=+3 fmax_ev_per_a=10.4 lumo_energy_ev=-9.09 homo_lumo_gap_ev=5.65 e_homo_ev=-14.75
H -2.96 0.71 -2.67
C 1.49 -2.71 -3.54
C -0.25 -5.99 -1.71
O -0.87 -3.05 -2.65
H -2.90 -0.20 -5.09
C -2.32 3.25 1.96
H -3.36 -2.82 -3.42
H -2.53 2.36 4.76
C -0.88 -0.43 -5.62
H -1.92 -4.70 2.46
H -1.40 4.55 0.49
H -1.22 0.81 -3.06
H 5.08 1.51 -0.46
H -3.36 3.09 2.36
H -0.47 -5.59 2.39
C -0.31 6.41 2.59
C 0.16 -1.54 -5.36
C -2.34 6.96 4.04
O 0.03 0.60 0.35
C -2.08 -1.10 -3.46
H 1.18 -0.44 -2.21
H 1.07 -1.79 1.98
H 3.09 2.79 3.99
H -2.03 2.49 1.18
C 5.46 2.46 1.56
C 0.16 -1.12 1.99
C 0.11 3.20 2.75
C -3.25 -1.82 -2.96
H 0.89 -5.53 0.01
H -2.07 -3.33 0.22
C 2.77 5.39 -0.25
H 5.43 4.60 -0.16
H -1.68 1.23 3.60
O -0.54 -1.48 -0.24
H 4.54 3.85 3.84
C -1.00 -4.76 1.89
H -0.69 -1.72 2.40
H -3.06 4.37 0.25
H 1.02 -3.70 -3.69
H -4.02 -7.42 -0.79
H 0.39 6.34 3.42
C -0.13 -0.58 0.55
H -1.29 -9.42 0.52
C -0.05 -5.16 -0.41
H -0.25 -2.47 -5.86
H -0.29 7.44 2.35
H 2.81 5.50 -1.34
C -0.56 -7.44 -1.48
H -3.76 5.55 2.17
C 0.47 -1.61 -3.86
H 0.37 -0.32 2.69
H -1.04 -5.50 -2.25
H 0.05 5.85 1.73
H -0.51 -8.04 -2.38
N -0.80 -1.86 -3.27
C -2.46 -4.36 0.03
H 6.41 2.38 -0.31
C -2.12 -9.02 -0.13
H -3.36 -1.82 -1.89
C -2.15 -0.97 -4.92
H 0.53 3.79 1.94
H 2.36 -2.62 -4.16
H 0.25 -7.87 -0.83
H -2.77 -4.31 -1.03
C 4.13 2.53 2.18
H 2.27 1.42 2.20
H -0.34 -3.95 1.86
C -1.75 5.97 3.03
H -1.70 0.01 -1.66
H -3.06 -9.09 0.46
C -1.26 -5.23 0.48
H 0.73 3.40 3.62
H -3.15 6.57 4.66
C 2.34 2.99 -0.61
H 2.11 3.42 -1.57
H -4.04 -1.20 -3.34
H 2.07 -0.28 -3.79
C 4.09 2.87 3.62
H -2.69 6.67 1.29
H 0.22 2.12 2.37
C -2.37 4.48 1.03
H 3.33 0.70 0.96
C 3.31 1.25 1.92
C 1.10 -0.32 -3.32
H 0.06 -4.09 -0.67
N 3.32 3.70 1.52
C 3.39 3.99 -0.03
H -2.45 -1.87 -5.40
H 1.69 5.43 -0.02
H -0.59 0.54 -5.17
H 2.70 1.97 -0.57
H 1.10 -1.29 -5.88
C -2.02 0.16 -2.66
C -1.87 -7.61 -0.68
H -1.63 7.30 4.81
H -0.76 2.18 4.83
H 3.68 0.50 2.59
H -1.15 -0.21 -6.61
C -2.68 5.73 1.83
N -1.75 -6.64 0.45
H 1.90 -2.62 -2.54
C 5.38 2.45 0.01
H 6.01 1.58 1.87
N -1.51 4.58 3.82
H 1.44 3.07 -0.02
H 4.76 3.70 -1.59
H 0.64 -5.82 -2.37
H -3.14 -6.15 -1.75
H -3.30 -4.51 0.69
C 4.82 3.73 -0.51
C -3.13 -7.18 -1.35
H 0.61 0.63 -3.52
H -2.25 -9.67 -1.01
H -3.29 -7.84 -2.19
H 3.40 6.14 0.27
O -2.23 -7.05 1.55
H 6.06 3.33 1.83
O -1.49 4.76 5.02
O 2.75 4.35 2.18
C -1.63 2.21 4.16
H 4.72 2.17 4.19
H -2.57 7.84 3.40
C -1.39 3.31 3.15

=====

[8]
12
Properties=species:S:1:pos:R:3 method="wB97M-V/def2-TZVPD" de_lowest_kj_mol=563.0 fmax_ev_per_a=0.8 lumo_energy_ev=0.16 homo_lumo_gap_ev=9.79 e_homo_ev=-9.63
C 0.44 -1.60 -2.00
H 0.35 -2.58 -1.52
C -0.07 0.32 -0.21
H 1.46 -1.51 -2.38
H -0.24 -1.57 -2.85
H 0.61 1.85 1.07
C -0.94 0.96 2.14
C -2.17 0.89 1.77
C 0.15 -0.54 -1.03
C -0.33 1.39 0.75
H -0.90 2.20 0.27
H -0.32 0.84 3.03